Record 1
{
  "formula": "C37H43BN8SSbY",
  "method": "ωB97M-V with the def2-TZVPD basis set",
  "total_charge": 2,
  "gap_ev": 8.6,
  "e_above_lowest_kcal_mol": 12.67,
  "mol_weight_g_mol": 853.4,
  "total_energy_ha": -2575.045327,
  "lumo_energy_ha": -0.19545,
  "spin_multiplicity": 1,
  "homo_ev": -13.9,
  "elements": ["Y", "C", "C", "C", "C", "C", "C", "C", "H", "H", "H", "H", "H", "H", "H", "H", "B", "N", "C", "C", "C", "N", "N", "C", "C", "C", "N", "H", "H", "H", "H", "H", "H", "H", "H", "S", "Sb", "C", "C", "C", "C", "C", "C", "C", "C", "C", "C", "C", "C", "C", "C", "C", "C", "C", "C", "H", "H", "H", "H", "H", "H", "H", "H", "H", "H", "H", "H", "H", "H", "H", "C", "N", "C", "N", "C", "N", "C", "N", "C", "C", "H", "H", "H", "H", "H", "H", "H", "H", "H", "H", "H", "H"],
  "xyz": [[0.004982, 0.379836, 0.386376], [-0.831464, -0.910773, -4.701122], [0.169961, -0.480758, -3.673465], [0.548860, -1.352358, -2.652536], [1.494244, -0.974594, -1.702193], [2.069492, 0.302102, -1.756067], [1.707078, 1.171766, -2.781110], [0.768303, 0.778303, -3.725139], [-0.396110, -1.657685, -5.365412], [-1.161486, -0.073548, -5.313031], [-1.703295, -1.365283, -4.228830], [0.112860, -2.340058, -2.607700], [1.846517, -1.700528, -0.971560], [2.855044, 0.583200, -1.059159], [2.170692, 2.145610, -2.852430], [0.509503, 1.453597, -4.530340], [2.099516, 0.009504, 2.306331], [0.841866, -0.200694, 3.186393], [0.696354, -0.514155, 4.473858], [-0.652445, -0.489754, 4.788558], [-1.278522, -0.139146, 3.603603], [-0.376528, 0.029407, 2.629233], [2.246589, 1.522287, 2.008898], [2.997314, 2.444200, 2.616078], [2.661370, 3.691780, 2.120205], [1.662360, 3.437594, 1.193062], [1.401846, 2.122502, 1.122473], [3.071474, -0.443365, 2.802956], [1.857003, -0.547577, 1.218096], [1.553490, -0.730091, 5.082419], [-1.106906, -0.694599, 5.736726], [-2.328444, -0.002923, 3.406651], [3.725245, 2.157537, 3.351396], [3.086784, 4.639437, 2.387941], [1.134618, 4.139737, 0.570743], [-1.406688, -1.833793, -0.136519], [-3.356447, -2.507309, 0.918953], [-2.936092, -3.195723, 2.846463], [-1.668247, -3.694817, 3.114262], [-1.404177, -4.244981, 4.357858], [-2.398376, -4.283083, 5.324232], [-3.661639, -3.780540, 5.052373], [-3.939582, -3.240283, 3.806754], [-4.815383, -1.007815, 1.046049], [-4.962744, -0.272376, 2.218980], [-5.952930, 0.694364, 2.306564], [-6.793952, 0.922491, 1.226805], [-6.639498, 0.197849, 0.053491], [-5.647539, -0.767184, -0.042133], [-4.098308, -4.056353, -0.266786], [-3.209480, -4.799165, -1.034034], [-3.682698, -5.876372, -1.765360], [-5.029957, -6.201392, -1.730014], [-5.911736, -5.457243, -0.961458], [-5.448241, -4.381487, -0.220902], [-0.888551, -3.652624, 2.362411], [-0.424992, -4.644986, 4.572012], [-2.190896, -4.714791, 6.291724], [-4.435167, -3.820741, 5.804726], [-4.934846, -2.866386, 3.596914], [-4.337298, -0.472662, 3.081753], [-6.078835, 1.256716, 3.220984], [-7.575412, 1.664090, 1.302426], [-7.294837, 0.377150, -0.785456], [-5.537619, -1.332722, -0.959297], [-2.157641, -4.541834, -1.068804], [-3.000117, -6.463128, -2.360596], [-5.394641, -7.040422, -2.303318], [-6.959702, -5.715357, -0.934855], [-6.141448, -3.812051, 0.385020], [-2.403191, 2.635170, 0.484317], [-3.400563, 3.529819, -0.036103], [-4.328189, 2.774326, -0.873741], [-3.636790, 2.135924, -1.993387], [-2.644988, 1.234174, -1.471024], [-1.630247, 1.945779, -0.610170], [-1.031082, 3.030244, -1.464568], [-2.028738, 3.930223, -1.979352], [-2.745731, 4.543357, -0.863145], [-2.979796, 3.169882, -2.788473], [-2.889502, 1.863501, 1.096157], [-1.694035, 3.194252, 1.106430], [-5.087970, 3.453529, -1.260986], [-4.811951, 2.008868, -0.270750], [-2.112943, 0.732443, -2.288349], [-3.137599, 0.479431, -0.851400], [-0.500356, 2.554397, -2.295464], [-0.316050, 3.587403, -0.852345], [-3.500048, 5.224505, -1.254445], [-2.044452, 5.113337, -0.250489], [-2.450640, 2.701656, -3.622182], [-3.734322, 3.846832, -3.188182]],
  "forces_ev_per_a": [[-0.292, 0.007, -0.721], [-0.059, -0.002, -0.040], [0.056, 0.022, 0.065], [0.025, 0.127, 0.059], [0.120, 0.050, 0.022], [0.134, -0.055, 0.129], [-0.090, -0.037, 0.137], [0.019, -0.067, 0.041], [0.006, -0.023, -0.025], [-0.012, 0.003, -0.014], [-0.018, -0.012, -0.003], [-0.009, -0.059, -0.007], [-0.055, 0.051, -0.028], [-0.066, -0.041, -0.034], [0.039, 0.049, -0.003], [-0.026, 0.037, -0.046], [-0.157, 0.177, 0.043], [0.037, -0.071, -0.020], [-0.040, 0.016, -0.042], [0.015, 0.053, -0.088], [-0.042, -0.039, -0.045], [0.011, 0.136, 0.180], [0.029, -0.015, 0.059], [-0.032, -0.014, -0.110], [-0.067, -0.064, -0.065], [0.001, -0.073, -0.016], [0.056, 0.140, 0.098], [0.139, -0.103, 0.042], [0.158, -0.029, 0.055], [0.136, -0.046, 0.092], [-0.064, -0.024, 0.142], [0.002, 0.026, -0.024], [0.107, -0.047, 0.097], [0.037, 0.087, 0.018], [-0.013, 0.038, -0.018], [-0.138, -0.157, -0.096], [0.030, -0.038, 0.067], [0.021, 0.063, -0.083], [0.105, 0.026, -0.054], [-0.004, 0.037, 0.000], [0.015, -0.008, 0.001], [-0.028, -0.004, 0.023], [-0.115, 0.034, -0.010], [0.099, -0.007, 0.037], [0.024, -0.018, 0.100], [0.003, 0.031, 0.012], [-0.010, -0.018, -0.005], [-0.014, -0.058, 0.025], [-0.025, -0.044, -0.098], [0.059, 0.059, 0.006], [0.085, 0.028, -0.030], [0.011, 0.012, 0.004], [-0.015, -0.006, -0.004], [-0.019, 0.002, 0.007], [-0.070, 0.032, 0.062], [0.011, -0.010, -0.009], [0.087, -0.036, 0.015], [0.018, -0.031, 0.074], [-0.050, 0.001, 0.047], [-0.017, -0.007, -0.001], [-0.045, -0.008, -0.025], [-0.004, 0.016, 0.033], [-0.050, 0.052, 0.002], [-0.051, 0.012, -0.070], [-0.011, -0.039, -0.037], [0.000, 0.000, 0.005], [0.060, -0.044, -0.052], [-0.027, -0.058, -0.036], [-0.068, -0.014, 0.006], [-0.044, 0.043, 0.022], [0.099, -0.097, 0.243], [-0.003, 0.072, 0.120], [-0.109, 0.026, -0.023], [-0.060, -0.085, -0.081], [-0.079, -0.204, 0.037], [0.112, -0.128, 0.052], [0.197, 0.016, -0.057], [0.088, 0.062, -0.056], [0.016, 0.157, 0.036], [0.001, 0.021, -0.187], [0.039, 0.044, -0.044], [-0.045, -0.066, -0.046], [-0.005, -0.020, -0.004], [-0.027, -0.025, 0.045], [-0.058, 0.077, 0.095], [0.087, 0.032, -0.077], [-0.095, 0.080, 0.158], [-0.055, -0.056, -0.078], [0.002, 0.017, 0.006], [-0.012, 0.007, -0.006], [-0.022, 0.026, 0.009], [0.022, 0.006, -0.010]],
  "mulliken_charge": [0.276, -1.552, 0.449, 0.067, -1.040, -0.366, -0.550, -0.246, 0.440, 0.356, 0.303, 0.645, 0.522, 0.475, 0.461, 0.461, 0.295, -0.017, -0.244, -1.332, -0.262, 0.494, 0.049, -0.242, -1.139, -0.221, -0.015, -0.040, 0.141, 0.535, 0.510, 0.450, 0.474, 0.468, 0.437, -0.272, 1.449, 0.724, -0.593, -0.699, -0.562, -0.738, -0.305, 0.941, -0.667, -0.816, -0.712, -0.825, -0.718, 0.862, -0.680, -0.666, -0.501, -0.742, -0.499, 0.400, 0.460, 0.434, 0.463, 0.438, 0.434, 0.478, 0.437, 0.437, 0.458, 0.328, 0.430, 0.418, 0.419, 0.396, -0.635, 0.186, 0.017, 0.297, -0.093, 1.562, -0.274, 0.145, -0.723, -0.714, 0.057, 0.217, 0.460, -0.476, -0.050, -0.542, -0.123, -0.165, 0.348, 0.360, 0.345, 0.350]
}

=====

Record 2
{
  "formula": "C37H43BrCl5GeN3O9W",
  "method": "ωB97M-V with the def2-TZVPD basis set",
  "total_charge": 1,
  "gap_ev": [6.5, 6.6],
  "e_above_lowest_kcal_mol": 11.53,
  "mol_weight_g_mol": 1187.4,
  "total_energy_ha": -9296.043842,
  "s2": 0.758,
  "lumo_energy_ha": [-0.14134, -0.13813],
  "spin_multiplicity": 2,
  "homo_ev": [-10.4, -10.4],
  "elements": ["W", "C", "C", "C", "C", "O", "Ge", "O", "C", "C", "C", "C", "O", "C", "C", "C", "C", "H", "H", "H", "H", "H", "H", "H", "H", "H", "H", "H", "H", "H", "H", "H", "H", "H", "H", "H", "H", "H", "H", "H", "H", "H", "H", "H", "C", "C", "C", "C", "C", "Br", "N", "C", "H", "H", "H", "H", "H", "H", "O", "C", "O", "C", "C", "C", "C", "O", "C", "O", "C", "C", "H", "H", "H", "H", "H", "C", "N", "C", "C", "C", "O", "N", "C", "O", "H", "H", "H", "H", "H", "Cl", "C", "C", "C", "Cl", "C", "Cl", "C", "Cl", "C", "Cl"],
  "xyz": [[-0.412122, -0.734561, 0.330780], [3.738976, 0.920926, -0.922108], [2.918983, -0.154573, -1.612664], [3.130626, -0.111692, -3.126552], [3.291813, -1.520564, -1.077844], [1.486260, 0.036343, -1.327313], [0.347289, 1.337101, -1.915945], [-0.927649, -1.301116, -1.292841], [-1.379693, -1.670742, -2.631155], [-0.217017, -1.584256, -3.596474], [-2.518308, -0.719791, -2.972123], [-1.892245, -3.099855, -2.524542], [1.557085, 2.515256, -2.490112], [1.229166, 3.684533, -3.264449], [0.201202, 4.532046, -2.523739], [2.537439, 4.443666, -3.424203], [0.692079, 3.237049, -4.619491], [4.795411, 0.793175, -1.166724], [3.422886, 1.909426, -1.250175], [3.632189, 0.841021, 0.159135], [4.168897, -0.366322, -3.342709], [2.500758, -0.842278, -3.630752], [2.928088, 0.879417, -3.528394], [4.334481, -1.741571, -1.308134], [3.161222, -1.533174, -0.000097], [2.664351, -2.298530, -1.516215], [0.068068, -0.557279, -3.821462], [0.644751, -2.114709, -3.196477], [-0.512050, -2.058247, -4.533884], [-2.202353, 0.321012, -2.919561], [-2.862839, -0.930505, -3.984723], [-3.357262, -0.872607, -2.289328], [-1.078728, -3.795482, -2.336128], [-2.611151, -3.192803, -1.711007], [-2.377831, -3.364357, -3.465126], [-0.727031, 3.977458, -2.347476], [0.600100, 4.856579, -1.559879], [-0.045669, 5.418575, -3.109669], [2.935061, 4.711281, -2.444472], [3.275708, 3.828814, -3.939794], [2.382592, 5.357543, -4.001354], [-0.256086, 2.702894, -4.505231], [0.512336, 4.095052, -5.269111], [1.410062, 2.576434, -5.109458], [-0.995488, -4.116507, 4.639529], [-1.029680, -2.643517, 4.348820], [-1.111884, -1.678112, 5.345358], [-1.141041, -0.344916, 4.997269], [-1.041788, 0.005357, 3.658736], [-1.243795, 1.829022, 3.253694], [-0.898947, -0.895110, 2.686288], [-0.939859, -2.192348, 3.050335], [-1.590417, -4.357984, 5.519064], [0.028551, -4.443458, 4.829830], [-1.375215, -4.691780, 3.795979], [-1.178000, -1.966001, 6.387721], [-1.252917, 0.432149, 5.738293], [-0.907393, -2.916603, 2.248309], [-0.598785, -3.919634, 0.005582], [0.493498, -3.568009, 0.374966], [0.767406, -2.244611, 0.549799], [1.588958, -4.526495, 0.655641], [1.282789, -5.874173, 0.474983], [2.221238, -6.878063, 0.699631], [3.467662, -6.472233, 1.112939], [4.546692, -7.240596, 1.396193], [5.595759, -6.343315, 1.782723], [5.077439, -5.015254, 1.704495], [3.779813, -5.133496, 1.296252], [2.871464, -4.135903, 1.079164], [0.285389, -6.132971, 0.148659], [1.986294, -7.922780, 0.555928], [6.431803, -6.451225, 1.091750], [5.891519, -6.560809, 2.809289], [3.136617, -3.106786, 1.240700], [-5.018338, 2.921651, -0.124189], [-4.329824, 1.670711, 0.197208], [-5.005544, 0.587607, 0.628413], [-4.403322, -0.605069, 0.851616], [-3.008646, -0.612846, 0.651460], [-2.259170, -1.646689, 0.769957], [-2.305329, 0.483812, 0.314100], [-2.953118, 1.637795, -0.092141], [-2.435194, 2.585092, -0.633373], [-6.053876, 2.842499, 0.194238], [-4.972320, 3.110109, -1.194984], [-4.535977, 3.748764, 0.390288], [-6.068587, 0.728915, 0.771414], [-4.932649, -1.487593, 1.168839], [0.115717, 2.761176, 0.431624], [1.378183, 1.885376, 1.216353], [1.190447, 0.518332, 1.458303], [2.164629, -0.008393, 2.333425], [2.034609, -1.574850, 3.071426], [3.284395, 0.712782, 2.768261], [4.466664, -0.007664, 3.787318], [3.459438, 2.040935, 2.392042], [4.840012, 2.924769, 2.881587], [2.468366, 2.642258, 1.631283], [2.611456, 4.298069, 1.203598]],
  "forces_ev_per_a": [[-0.311, -0.755, 0.260], [0.005, 0.025, 0.022], [0.023, -0.019, -0.078], [0.002, 0.035, 0.105], [-0.063, -0.005, -0.007], [-0.272, -0.045, 0.225], [-0.002, 0.493, -0.632], [0.699, 0.473, -0.141], [-0.382, -0.202, 0.159], [-0.014, 0.001, -0.072], [-0.010, 0.006, 0.028], [-0.022, 0.019, -0.069], [0.015, -0.097, -0.003], [-0.021, -0.038, 0.032], [0.009, 0.062, 0.020], [-0.028, 0.074, -0.033], [-0.001, 0.036, -0.040], [-0.015, -0.025, -0.012], [0.038, 0.024, 0.030], [0.070, -0.042, -0.110], [0.019, 0.021, -0.002], [-0.035, -0.054, -0.001], [0.001, -0.017, 0.025], [0.012, 0.009, 0.002], [0.009, -0.014, 0.068], [0.007, -0.024, 0.006], [0.007, 0.016, 0.000], [0.029, -0.023, 0.011], [0.001, 0.001, 0.006], [0.030, 0.028, -0.011], [-0.002, 0.004, -0.005], [0.013, -0.014, -0.016], [0.000, -0.009, -0.018], [0.023, 0.017, -0.022], [0.000, -0.001, 0.002], [0.041, 0.013, -0.018], [-0.021, -0.017, -0.057], [-0.011, 0.009, 0.008], [-0.004, 0.007, 0.001], [-0.008, -0.020, -0.008], [0.016, -0.018, 0.022], [0.005, -0.003, 0.011], [0.007, -0.009, -0.001], [-0.015, 0.014, 0.004], [-0.023, 0.021, 0.004], [0.002, -0.051, 0.050], [0.004, -0.039, 0.014], [0.027, 0.028, -0.026], [-0.059, -0.001, 0.069], [-0.035, -0.059, 0.055], [0.033, 0.076, -0.153], [-0.024, -0.097, -0.115], [-0.003, 0.002, -0.003], [0.008, 0.006, 0.008], [0.002, 0.002, -0.001], [0.000, -0.004, -0.012], [0.001, -0.002, -0.004], [0.002, 0.071, 0.027], [-0.180, 0.037, 0.100], [0.051, -0.011, -0.043], [0.332, -0.138, 0.205], [0.012, 0.056, 0.006], [-0.045, 0.001, -0.014], [0.017, -0.003, 0.009], [0.016, -0.024, -0.008], [-0.012, 0.004, -0.003], [-0.022, -0.009, -0.003], [-0.012, 0.009, -0.002], [0.001, 0.035, 0.001], [0.022, -0.010, 0.008], [0.012, 0.002, -0.001], [0.000, 0.004, 0.004], [0.006, -0.001, 0.004], [0.011, 0.001, -0.001], [-0.017, 0.036, -0.019], [-0.013, 0.029, -0.030], [0.010, 0.140, -0.142], [-0.105, -0.053, 0.033], [-0.028, 0.034, -0.012], [0.103, -0.019, -0.004], [-0.040, 0.051, 0.158], [0.085, 0.084, -0.148], [0.048, -0.137, 0.356], [-0.007, 0.033, -0.077], [0.003, -0.018, 0.009], [-0.001, -0.006, 0.012], [0.009, -0.011, 0.007], [-0.001, -0.009, -0.001], [-0.016, 0.005, -0.007], [-0.001, 0.012, -0.152], [-0.045, 0.000, 0.077], [0.082, -0.082, 0.047], [-0.008, 0.018, 0.048], [-0.036, -0.067, -0.087], [0.028, 0.127, 0.029], [0.021, 0.011, -0.024], [-0.042, -0.068, 0.039], [0.001, -0.009, -0.007], [-0.018, 0.019, 0.038], [0.003, 0.036, -0.014]],
  "lowdin_spin": [0.838, 0.000, -0.001, 0.000, 0.000, 0.002, 0.039, -0.030, -0.002, 0.002, 0.000, -0.001, 0.025, 0.002, 0.001, 0.001, 0.002, 0.000, 0.000, 0.000, 0.000, 0.000, 0.000, 0.000, 0.000, 0.000, 0.002, 0.000, 0.000, 0.002, 0.000, 0.000, 0.000, 0.000, 0.000, 0.001, 0.000, 0.000, 0.000, 0.000, 0.000, 0.001, 0.000, 0.000, 0.000, 0.000, 0.000, 0.000, 0.000, 0.000, -0.005, 0.000, 0.000, 0.000, 0.000, 0.000, 0.000, 0.000, 0.005, 0.010, 0.080, -0.001, 0.001, 0.000, 0.001, 0.000, 0.000, 0.000, 0.000, 0.001, 0.000, 0.000, 0.000, 0.000, 0.000, 0.000, 0.001, 0.000, 0.000, 0.006, 0.002, 0.008, 0.003, 0.001, 0.000, 0.000, 0.000, 0.000, 0.000, 0.007, 0.001, -0.004, 0.000, 0.000, 0.000, 0.000, 0.001, 0.000, 0.000, 0.000]
}